A 17-piece molecular cluster, H35O17 overall. Source: OMol25; level of theory: wB97M-V/def2-TZVPD.

Structure (XYZ):
```
52
Properties=species:S:1:pos:R:3:forces:R:3
O 2.0118 0.3734 -1.5199 -0.1 0.2 1.8
H 2.8521 -0.0961 -1.5845 -0.6 -0.1 -1.0
H 1.4003 0.4539 -2.2641 1.0 -0.2 -0.6
O 1.9399 2.1076 0.3624 -0.7 -1.6 1.5
H 1.0149 1.9933 0.8963 0.3 0.1 -0.6
H 2.4721 1.6625 1.1431 0.5 0.6 -0.5
O 0.9063 -3.8582 0.7480 0.2 -0.4 -1.1
H 0.9442 -4.7733 0.4342 0.1 0.0 0.5
H 0.8364 -3.3939 -0.1081 -0.1 0.3 0.8
O -3.0670 -1.1115 -0.3819 0.6 -0.5 -0.4
H -3.9069 -1.1613 0.0706 -0.6 0.5 -0.4
H -2.8558 -3.6608 -1.6121 0.0 -0.5 0.1
O 4.6550 -1.9503 2.0952 -0.4 -0.2 0.4
H -1.4225 -2.2003 -5.2752 -0.1 -0.2 0.2
O 3.3165 0.9429 2.2359 0.6 -0.9 -0.4
H 4.1616 1.4121 2.1568 -0.2 0.7 0.1
H 3.6289 0.0606 1.9636 -0.5 -0.4 0.4
O -2.8181 0.1266 -4.5037 -0.5 0.1 0.6
H -2.1384 0.0412 -5.1725 0.2 0.4 0.0
H -2.8371 1.0243 -4.1393 0.2 -0.3 -0.6
O -0.9469 -2.2095 -4.4379 0.4 0.2 -0.2
H 4.9873 -2.4013 2.8932 0.0 0.4 -0.5
H -1.6056 -2.1575 -3.7357 -0.2 -0.2 -0.2
O -2.3771 -0.7008 2.5140 0.5 -0.3 0.0
H 0.5157 2.0221 5.2813 -0.9 0.3 -0.3
H -1.5489 -0.5614 2.9942 -0.3 0.1 0.0
O -4.1177 0.8062 1.0923 0.4 -0.1 0.9
H -4.5016 1.4547 1.6905 -0.3 0.1 0.0
H -3.5203 0.2813 1.6906 -0.5 0.1 -0.2
O 4.1630 3.3085 1.8461 0.7 -1.0 -0.2
H 4.0907 3.9678 1.1597 -0.3 0.6 0.4
H 3.8326 3.5404 2.7113 -0.2 0.9 -0.1
O -0.0858 1.4213 1.6736 -0.3 -0.1 -0.6
H -0.2678 1.8220 2.5375 -0.2 0.0 0.1
H -0.8771 1.5248 1.0768 0.7 0.5 0.6
O -0.6203 -1.7835 -0.0696 1.3 -0.8 0.5
H -0.7786 -0.8484 -0.0022 -0.4 0.3 -0.6
H -1.0343 -2.1776 -0.8448 -0.4 0.5 0.0
O 1.3517 1.7433 -3.8618 -0.6 0.1 0.3
H 0.6272 1.3688 -4.3827 0.2 0.2 0.0
H 1.2118 1.9977 4.0084 -0.1 0.1 -0.4
O -2.1964 -3.6821 -2.3084 0.4 0.9 -0.2
H -1.8640 -4.5640 -2.4931 -0.3 -0.1 0.3
H 1.9266 1.2945 -0.2723 -0.1 0.8 -0.7
O 0.3253 2.2106 4.3403 1.1 -0.4 0.7
H -3.0946 -0.5122 -1.1415 -0.6 -0.1 0.4
H 0.9881 2.5519 -3.4626 0.2 -0.3 -0.3
O -2.0351 2.0016 -0.0514 -0.3 -1.0 0.7
H -2.6088 1.4273 0.5428 0.0 0.5 -1.1
H -2.7005 2.6228 -0.3493 0.1 0.4 -0.2
H 3.7984 -2.3812 1.9491 0.2 0.0 -0.1
H -2.1314 -1.3807 1.8667 0.0 0.0 -0.2
```
Positions in Å, forces in eV/Å.

Output
Charge: +1
Orbital gap (eV): 10.67
F_max (eV/A): 2.31
Energy above the lowest of the compared OMol25 structures with the same formula, charge and spin (kJ/mol): 200.3
LUMO energy (eV): -2.53

Here are the Mulliken charges for atoms 1 to 4, given in e: O -0.6049; H 0.2799; H 0.3058; O -0.4415

One molecule with the formula C7H7ClN2OS. Source: OMol25; level of theory: wB97M-V/def2-TZVPD.

Structure (XYZ):
```
19
Properties=species:S:1:pos:R:3:forces:R:3
C -0.2613 -2.0368 1.0638 1.7 -1.0 0.1
C -1.4578 -1.3837 0.7381 0.0 1.0 -0.4
C 0.9019 -1.4604 0.5661 3.2 -3.4 3.2
C -0.1303 0.4655 -0.3435 0.9 0.1 -0.8
C -1.4150 -0.1414 0.0456 0.0 -2.5 -0.1
C 1.1171 -0.2877 -0.0898 -0.7 3.5 -2.5
C -0.2856 1.6862 -1.2324 0.7 0.4 0.3
N -2.4809 0.4073 -0.5068 -1.4 0.3 0.1
N 2.3481 0.2693 -0.5299 -1.5 1.0 -0.8
O 1.5784 2.2994 0.7952 0.6 0.7 0.2
S 0.1261 2.1522 0.5941 -1.1 1.2 -0.9
Cl -3.9998 -0.4024 -0.1918 0.6 0.6 -0.2
H -0.1088 -3.0345 1.6048 -0.8 1.8 -0.8
H -2.4446 -1.7692 0.9186 0.1 -0.3 0.3
H 1.8840 -1.9744 0.9534 -1.8 0.7 -1.1
H 0.4395 2.0357 -2.0795 -1.2 -0.9 1.9
H -1.3878 1.8327 -1.4029 1.4 0.2 -0.1
H 3.1824 0.0289 -0.0294 0.1 -0.3 0.2
H 2.3942 1.3132 -0.8738 -0.6 -3.1 1.3
```
Positions in Å, forces in eV/Å.

Output
2S+1: 3
Orbital gap (alpha / beta) (eV): 6.85 / 6.70
<S²>: 2.028
F_max (eV/A): 5.66
Energy above the lowest of the compared OMol25 structures with the same formula, charge and spin (kJ/mol): 38.1
LUMO energy (alpha / beta) (eV): 0.78 / -2.33

Here are the Mulliken charges for atoms 1 to 4, given in e: C -0.9593; C -0.3462; C -0.3170; C 1.2955

A 5-piece molecular cluster, C11H33O5S5 overall. Source: OMol25; level of theory: wB97M-V/def2-TZVPD.

Structure (XYZ):
```
54
Properties=species:S:1:pos:R:3:forces:R:3
O -1.0588 2.5891 -6.3934 -0.3 0.1 0.1
C -0.8940 3.9941 -6.5472 0.2 -0.1 0.1
C -2.1480 4.8405 -6.1959 0.0 0.0 -0.1
C -3.3335 4.0252 -5.7067 0.0 0.0 0.4
S -4.7067 3.8013 -6.8740 0.1 0.1 -0.2
H -1.3892 2.1977 -7.2050 0.2 0.0 -0.2
H -0.5293 4.2191 -7.5508 -0.1 0.1 0.0
H -0.1080 4.2674 -5.8452 0.0 0.0 -0.1
H -1.9085 5.4856 -5.3548 0.1 0.1 0.0
H -2.4158 5.4843 -7.0389 -0.1 0.0 0.1
H -3.0593 3.0110 -5.4168 0.0 0.0 0.0
H -3.8252 4.4827 -4.8469 0.1 0.0 0.0
H -4.8936 5.0934 -7.1990 -0.1 0.1 0.0
H -4.0276 3.5864 -8.0161 0.0 -0.1 0.0
C -2.8337 3.8856 -0.7798 0.0 0.0 0.0
S -1.5450 4.2239 -1.9672 0.0 0.2 -0.1
O -2.2191 4.8733 -3.1536 -0.1 -0.2 -0.1
C -1.2216 2.5290 -2.4294 0.0 0.0 0.0
H -3.1794 4.8430 -0.3952 0.0 0.0 0.0
H -3.6475 3.3624 -1.2827 0.0 0.0 0.0
H -2.3927 3.2821 0.0130 0.0 0.0 0.0
H -2.1485 2.0710 -2.7781 0.0 0.0 0.0
H -0.8417 2.0216 -1.5423 0.0 0.0 0.0
H -0.4768 2.5316 -3.2229 0.0 0.0 0.0
C -0.5626 2.4108 3.2284 0.0 0.0 0.0
S 0.3463 1.8962 1.7730 0.0 0.1 -0.1
O -0.5816 2.1380 0.6153 0.0 0.0 0.0
C 0.3079 0.1428 2.0863 0.0 0.0 0.0
H -0.6797 3.4911 3.1751 0.0 0.0 0.0
H -1.5354 1.9201 3.2277 0.0 0.0 0.0
H 0.0087 2.1452 4.1173 0.0 0.0 0.0
H -0.7312 -0.1743 2.1730 0.0 0.0 0.0
H 0.8750 -0.0761 2.9900 0.0 0.0 0.0
H 0.8067 -0.3552 1.2588 0.0 0.0 0.0
C 5.1485 -2.6428 2.6514 0.0 0.0 0.0
S 3.6648 -2.8355 1.6617 0.0 0.0 0.0
O 2.7693 -1.7013 2.0401 0.0 0.0 0.0
C 3.0342 -4.2831 2.5009 0.0 0.0 0.0
H 5.6537 -1.7443 2.3041 0.0 0.0 0.0
H 4.8588 -2.5337 3.6961 0.0 0.0 0.0
H 5.7942 -3.5091 2.5098 0.0 0.0 0.0
H 2.9002 -4.0661 3.5591 0.0 0.0 0.0
H 3.7250 -5.1133 2.3537 0.0 0.0 0.0
H 2.0686 -4.5318 2.0679 0.0 0.0 0.0
C 1.8693 -8.3120 5.1348 0.0 0.0 0.0
S 0.7919 -6.8895 5.3270 -0.1 0.0 0.0
O 1.0874 -5.9828 4.1829 0.0 0.0 0.0
C 1.6284 -6.1907 6.7535 0.0 0.0 0.0
H 1.5328 -8.8475 4.2497 0.0 0.0 0.0
H 2.8930 -7.9642 4.9988 0.0 0.0 0.0
H 1.7848 -8.9554 6.0102 0.0 0.0 0.0
H 2.6709 -6.0048 6.4963 0.0 0.0 0.0
H 1.5481 -6.8767 7.5964 0.0 0.0 0.0
H 1.1254 -5.2555 6.9901 0.0 0.0 0.0
```
Positions in Å, forces in eV/Å.

Output
Charge: +1
Orbital gap (eV): 6.97
F_max (eV/A): 0.42
LUMO energy (eV): -3.24

Here are the Mulliken charges for atoms 1 to 4, given in e: O -0.5086; C -0.5104; C -0.3876; C -0.5333

One molecule with the formula C3H4N4O. Source: OMol25; level of theory: wB97M-V/def2-TZVPD.

Structure (XYZ):
```
12
Properties=species:S:1:pos:R:3:forces:R:3
N -0.5316 -0.9499 -2.4609 1.5 -0.2 2.9
N -0.5497 0.1771 -1.6998 2.1 0.0 2.5
C 0.1452 0.1650 -0.4696 -1.2 -4.3 -4.1
C 0.6134 -1.1979 0.0707 1.1 0.1 3.9
N 0.5083 -1.2074 1.4512 -0.2 1.1 -3.3
N -0.1756 0.0680 1.8798 1.6 -1.3 -6.5
C 0.1057 1.0032 0.7350 -3.9 2.7 1.5
O -0.0529 2.2267 0.8602 1.1 -3.0 -0.4
H -1.0282 -0.8751 -3.4182 1.4 -0.5 2.5
H 0.0671 -1.7904 -1.8902 -2.6 2.4 -3.1
H 1.2916 -2.1048 -0.4495 -2.2 2.5 1.7
H 0.1476 0.5211 2.6677 1.2 0.2 2.6
```
Positions in Å, forces in eV/Å.

Output
Orbital gap (eV): 8.21
F_max (eV/A): 6.81
Energy above the lowest of the compared OMol25 structures with the same formula, charge and spin (kJ/mol): 528.9
LUMO energy (eV): -0.84

Here are the Mulliken charges for atoms 1 to 4, given in e: N -0.3079; N -0.3144; C 0.6787; C -0.3394

C2H4AuO as an isolated structure. Source: OMol25; level of theory: wB97M-V/def2-TZVPD.

Structure (XYZ):
```
8
Properties=species:S:1:pos:R:3:forces:R:3
C 0.0542 0.3723 -0.6719 0.5 2.7 -0.1
C -0.2712 0.5624 0.7226 -0.9 1.2 -0.2
O 0.2398 1.3911 1.4933 -0.2 -1.4 -0.6
Au 0.5917 -1.5073 -0.8670 0.6 -2.9 0.4
H 0.9650 0.9128 -0.9711 -0.6 0.3 0.1
H -0.8024 0.5036 -1.3499 0.0 -0.1 0.4
H 0.4061 -2.2449 0.5859 0.2 -0.2 -0.4
H -1.1832 0.0099 1.0582 0.4 0.4 0.4
```
Positions in Å, forces in eV/Å.

Output
2S+1: 3
Charge: +1
Orbital gap (alpha / beta) (eV): 7.48 / 7.10
<S²>: 2.017
F_max (eV/A): 2.97
Energy above the lowest of the compared OMol25 structures with the same formula, charge and spin (kJ/mol): 26.6
LUMO energy (alpha / beta) (eV): -6.12 / -9.08

Here are the Mulliken charges for atoms 1 to 4, given in e: C -0.3640; C -0.0627; O -0.0647; Au 0.3317

- Which formula does entry 2 have?
  C7H7ClN2OS